The following is a quantum chemistry calculation of a 2-piece molecular cluster, C5H10O2 overall in a non-equilibrium geometry, from the Open Molecules 2025 dataset.

The geometry in XYZ format:
```
17
Properties=species:S:1:pos:R:3:nbo_charge:R:1
C 1.476 0.575 -1.019 -0.655
C 0.537 -0.600 -1.150 -0.217
C 0.089 -0.679 1.584 0.470
O 0.440 0.436 1.900 -0.562
C -1.144 -0.935 0.758 -0.557
C -0.703 -0.834 -0.681 -0.136
O -1.178 1.729 0.118 -0.960
H 1.144 1.202 -1.869 0.222
H 2.516 0.320 -1.226 0.221
H 1.399 1.179 -0.117 0.223
H 0.816 -1.262 -1.962 0.197
H 0.750 -1.535 1.825 0.130
H -0.618 1.451 0.859 0.480
H -1.408 -2.002 0.792 0.231
H -1.985 -0.345 1.124 0.250
H -1.406 -1.275 -1.379 0.201
H -0.570 2.190 -0.466 0.463
```

Summary:
- SMILES: C/C=C\CC=O.O
- Calculated total energy: -9439.8494 eV
- HOMO energy: -8.64 eV
- Gap between HOMO and LUMO: 9.4 eV